## P
Formula: C5H13NO2
Source: OMol25
Level of theory: ωB97M-V/def2-TZVPD

```
21
Properties=species:S:1:pos:R:3
C -0.03013 -0.90833 -1.55272
C -0.23721 -0.77769 -0.05528
C -1.69877 -0.63958 0.32682
N 0.34382 -2.13583 0.65534
C 0.70859 0.13464 0.64382
C 0.26375 1.69371 0.16593
O 0.89878 2.08599 -1.01569
O 0.65509 2.50326 1.24635
H -0.56629 -1.78469 -1.90907
H 1.02366 -1.03496 -1.79452
H -0.39239 -0.01863 -2.06510
H -2.16724 0.16216 -0.24178
H -2.21002 -1.57226 0.09867
H -1.80838 -0.41128 1.38481
H 0.10310 -2.24871 1.63421
H 1.26358 -2.44084 0.35533
H 1.74432 0.02287 0.32629
H 0.58631 0.15129 1.72428
H -0.80162 1.85753 -0.04077
H 1.84788 1.93428 -0.91705
H 0.47317 3.42707 1.03013
```

Output
structure (SMILES): CC(C)(N)CC(O)O
gap between HOMO and LUMO: 0.3352 hartree

## Q
Formula: C5H13NO2
Source: OMol25
Level of theory: ωB97M-V/def2-TZVPD

```
21
Properties=species:S:1:pos:R:3
C -1.83405 0.73992 -0.54601
C -0.73965 0.05325 0.27561
C -0.48563 0.51056 1.71739
N 0.52200 0.08564 -0.52445
C 0.65146 -0.94091 -1.56466
C 1.17732 1.24937 -0.73666
O 0.96458 2.31281 -0.18510
H -2.73577 0.85244 0.05695
H -1.55279 1.76686 -0.77810
H -1.99423 0.16713 -1.45509
H -0.98236 -0.99843 0.27214
H 0.23304 1.32167 1.69002
H -0.15943 -0.32194 2.33939
H -1.42848 0.89258 2.12197
H 0.39501 -0.55909 -2.54150
H 1.68814 -1.27164 -1.63257
H 0.08965 -1.81717 -1.28013
H 1.98471 1.14994 -1.48199
O -0.06482 -2.99338 1.12052
H 0.29667 -2.59401 1.93201
H 0.45087 -3.78641 0.95357
```

Output
structure (SMILES): CC(C)N(C)C=O.O
gap between HOMO and LUMO: 0.3566 hartree

Q is the most stable structure; the next one sits 0.839 eV above it.

## P
Formula: C5H13NO2
Source: OMol25
Level of theory: ωB97M-V/def2-TZVPD

```
21
Properties=species:S:1:pos:R:3
C 2.76404 -0.17494 -0.08321
N 1.40789 -0.30418 0.41282
C 1.20070 0.55632 1.64718
C -0.24492 0.97531 1.79828
C -1.27235 -0.15994 1.54336
C -1.11394 -1.31588 0.46048
O -0.45571 -2.24273 0.74868
H 2.71608 0.02537 -1.17613
H 3.19318 0.85218 0.20701
H 3.57309 -0.82690 0.26698
H 1.14895 -1.37965 0.75756
H 2.01866 1.41814 1.71913
H 1.28207 -0.04656 2.57237
H -0.54042 1.74051 2.60061
H -0.28287 1.61702 0.94994
H -2.30876 0.19079 1.58771
H -1.15406 -0.73433 2.47445
H -1.63270 -1.41061 -0.52206
O -3.16323 0.58409 -6.28315
H -3.56967 0.87605 -5.37041
H -3.56600 -0.24006 -6.31162
```

Output
structure (SMILES): CNCCCC=O.O
gap between HOMO and LUMO: 0.3519 hartree

## Q
Formula: C5H13NO2
Source: OMol25
Level of theory: ωB97M-V/def2-TZVPD

```
21
Properties=species:S:1:pos:R:3
C 2.42733 2.33540 0.99964
C 0.96008 2.38309 0.64622
C 0.64655 1.76931 -0.70028
N 0.68139 0.21948 -0.63350
C -0.73677 -0.19072 -0.48137
C -0.86845 -1.58914 0.17940
O -1.90278 -2.17210 -0.03602
H 3.06034 1.90927 0.24714
H 2.55882 1.76870 2.01985
H 2.83326 3.26684 1.37696
H 0.49777 3.38716 0.69284
H 0.38050 1.93186 1.50143
H 1.41388 2.00308 -1.42574
H -0.40417 1.96764 -0.97439
H 1.01439 0.01934 -1.56217
H -1.30278 -0.29762 -1.41915
H -1.33804 0.42280 0.22468
H -0.23592 -1.91037 1.02543
O -3.23849 -6.02693 -0.26217
H -3.43746 -6.10789 -1.20206
H -3.00946 -5.08919 -0.21676
```

Output
structure (SMILES): CCCNCC=O.O
gap between HOMO and LUMO: 0.3850 hartree

Q is the most stable structure; the next one sits 1.459 eV above it.

## P
Formula: C9H10N2O2
Source: OMol25
Level of theory: ωB97M-V/def2-TZVPD

```
23
Properties=species:S:1:pos:R:3
C -2.32442 2.28139 -0.00930
C -1.67722 1.48488 -1.02885
C -0.36447 1.57547 -0.63450
C 0.71599 0.75071 -1.20629
C 1.93088 0.49597 -0.24634
C 2.02140 -0.95396 0.30965
C 0.69311 -1.44932 0.81229
C -0.23084 -2.26369 0.32403
C -1.37965 -2.28923 1.07239
N -1.16210 -1.51024 2.11099
O 0.09046 -0.88941 1.92458
O -0.14588 2.51317 0.29961
N -1.43129 2.69112 0.86493
H -3.32814 2.64752 -0.01505
H -2.22775 0.78116 -1.67122
H 0.32996 -0.26929 -1.43344
H 0.98731 1.12804 -2.16538
H 2.80895 0.69358 -0.84568
H 1.93783 1.17282 0.66263
H 2.28645 -1.68894 -0.49437
H 2.77746 -1.02861 1.03408
H -0.16836 -2.82862 -0.59236
H -2.13965 -3.04454 0.92761
```

Output
structure (SMILES): c1cc(CCCc2ccno2)on1
gap between HOMO and LUMO: 0.3623 hartree

## Q
Formula: C9H10N2O2
Source: OMol25
Level of theory: ωB97M-V/def2-TZVPD

```
23
Properties=species:S:1:pos:R:3
C -0.35521 0.59099 3.22468
O -1.04915 0.25505 2.02680
C -0.24689 -0.31519 1.04250
C -0.67018 -1.63247 0.57031
N -1.38185 -2.34597 1.41791
C -0.65021 -1.95429 -0.84250
C 0.10067 -1.04811 -1.48368
C 1.14036 -0.36198 -0.87141
C 0.57305 0.41236 0.19403
N 0.46748 1.56449 -0.59466
C 1.01025 0.78882 -1.82609
C 1.66460 1.67302 -2.86575
O -0.02733 -0.09243 -2.49347
H -1.06111 1.09401 3.80756
H 0.36847 1.28876 2.83433
H 0.05001 -0.22421 3.73128
H -1.84872 -3.11076 1.19179
H -1.51318 -1.82354 2.26113
H -1.51076 -2.53546 -1.25108
H -0.32566 2.22639 -0.73420
H 0.80875 2.13116 -3.41919
H 2.20393 0.95929 -3.58880
H 2.25266 2.46008 -2.33149
```

Output
structure (SMILES): COc1c(N)cc2c3c1N[C@]3(C)O2
gap between HOMO and LUMO: 0.2869 hartree

P is the most stable structure; the next one sits 2.711 eV above it.

## P
Formula: C5H14O3
Source: OMol25
Level of theory: ωB97M-V/def2-TZVPD

```
22
Properties=species:S:1:pos:R:3
C -2.31191 -0.58985 1.95757
C -1.56807 -0.05192 0.93354
C -0.40086 -0.80259 0.40623
C 0.90933 -0.08225 0.11452
C 0.96273 0.77632 -1.19658
O -0.26169 0.68821 -1.87464
H -3.26210 -0.17115 2.35081
H -2.10732 -1.52588 2.40725
H -1.98097 0.78115 0.37185
H -0.21775 -1.68069 1.03882
H -0.72975 -1.23675 -0.42116
H 1.65931 -0.82414 0.15295
H 1.15377 0.50692 1.01114
H 1.39263 1.70597 -0.97633
H 1.78306 0.28720 -1.74774
H -0.12754 0.93363 -2.79877
O 1.40811 -1.21490 -3.22274
H 1.19338 -1.33324 -2.23693
H 2.10868 -1.83087 -3.36770
O 0.46791 1.69931 2.53990
H -0.43221 1.38122 2.44527
H 0.36127 2.58430 2.11273
```

Output
structure (SMILES): C=CCCCO.O.O
gap between HOMO and LUMO: 0.3728 hartree

## Q
Formula: C5H14O3
Source: OMol25
Level of theory: ωB97M-V/def2-TZVPD

```
22
Properties=species:S:1:pos:R:3
C 2.78424 1.86058 1.91288
C 1.75408 1.22646 1.39769
C 1.38696 1.19745 -0.05122
C 0.74704 -0.14884 -0.53972
C -0.80739 0.09141 -0.63832
O -0.91947 0.96038 -1.69755
H 3.00079 1.87546 2.90667
H 3.38703 2.42291 1.29278
H 1.23170 0.56441 2.08251
H 2.30507 1.37196 -0.60193
H 0.76406 2.06634 -0.14154
H 0.97366 -0.31835 -1.59337
H 0.91104 -0.91032 0.06881
H -1.16804 0.53583 0.22852
H -1.46489 -0.84450 -1.01158
H -0.07444 1.31451 -2.14050
O -4.50080 2.10376 1.17142
H -4.07768 2.12027 2.13318
H -3.68945 1.52610 0.95246
O 0.63496 -6.26581 -1.21037
H -0.11315 -6.02777 -1.62763
H 1.10719 -5.44578 -1.14422
```

Output
structure (SMILES): C=CCCCO.O.O
gap between HOMO and LUMO: 0.3809 hartree

P is the most stable structure; the next one sits 1.005 eV above it.

## P
Formula: C10H16O
Source: OMol25
Level of theory: ωB97M-V/def2-TZVPD

```
27
Properties=species:S:1:pos:R:3
C -1.04747 -2.42482 2.16400
C -1.15675 -2.06873 0.70575
C -0.89637 -0.78134 0.25211
C -1.01445 -0.44367 -1.08734
C -1.41137 -1.40019 -2.00763
O -1.52292 -1.02727 -3.31661
C -1.67613 -2.69339 -1.57324
C -1.54471 -3.02075 -0.23367
H -0.33646 -1.77326 2.67003
H -0.70386 -3.44962 2.29897
H -2.00365 -2.31851 2.67757
H -0.59538 -0.02576 0.96913
H -0.80145 0.55716 -1.43538
H -1.78230 -1.79293 -3.84951
H -1.98397 -3.45376 -2.28140
H -1.75066 -4.03675 0.07822
C 0.92221 3.21323 -0.42285
C 1.62018 2.19120 0.46819
C 2.92815 2.69625 1.06834
H 0.00422 2.79281 -0.83760
H 0.66417 4.11644 0.12808
H 1.54801 3.48511 -1.27288
H 0.94805 1.89945 1.27986
H 1.81351 1.28962 -0.12058
H 2.73965 3.56574 1.70159
H 3.39135 1.92048 1.67767
H 3.64841 2.98324 0.29920
```

Output
structure (SMILES): Cc1ccc(O)cc1.CCC
gap between HOMO and LUMO: 0.3406 hartree

## Q
Formula: C10H16O
Source: OMol25
Level of theory: ωB97M-V/def2-TZVPD

```
27
Properties=species:S:1:pos:R:3
O 1.05185 -0.94423 -2.31426
C 0.54458 0.19527 -1.48294
C 1.36501 0.50632 -0.27578
C 0.61428 1.56226 0.48751
C -0.78034 1.05740 0.91678
C -0.68724 -0.20884 1.69141
C 0.07042 -1.36195 0.94909
C 1.45749 -0.75337 0.66472
C -0.76458 -1.48373 -0.31996
C -0.88907 -0.15856 -1.21191
C -1.50498 0.79315 -0.35582
H 1.75691 -0.59507 -2.82362
H 0.64423 1.03386 -2.17001
H 2.37015 0.92991 -0.54140
H 0.35902 2.60909 -0.03687
H 1.06476 2.05488 1.41021
H -1.28745 1.90033 1.45191
H -0.22196 0.08959 2.60075
H -1.71263 -0.47965 1.99982
H 0.08068 -2.38077 1.33648
H 1.86973 -0.47338 1.66022
H 1.95999 -1.57292 0.19467
H -1.74541 -1.87559 0.04171
H -0.17413 -2.23350 -0.90149
H -1.52363 -0.46226 -2.00595
H -1.48309 1.65426 -1.08860
H -2.43456 0.59753 0.12332
```

Output
structure (SMILES): O[C@H]1[C@@H]2C[C@H]3C[C@@H](C2)C[C@@H]1C3
gap between HOMO and LUMO: 0.3893 hartree

P is the most stable structure; the next one sits 1.513 eV above it.